[1]
The following is a quantum chemistry calculation of a molecular structure, H4N2O2S2, from OMol25.

The geometry in XYZ format:
```
10
Properties=species:S:1:pos:R:3
N 1.38758 1.12544 -0.37131
N 0.30843 -1.77464 0.25881
O -1.42233 2.23188 -0.13556
O -2.30533 -1.29656 0.28503
S -0.71251 1.20746 0.60555
S -1.06402 -0.96981 -0.38884
H 1.42031 2.09277 -0.19843
H 1.20017 0.90772 -1.33071
H 1.07553 -1.16978 0.22010
H 0.11218 -2.35448 1.05537
```

Summary:
Maximum force: 3.52 eV/Å
E: -28805.153 eV
<S²>: 2.036
Energy above the lowest of the compared OMol25 structures with the same formula, charge and spin: 45.9 kcal per mole
Molar mass: 128.2 g mol⁻¹
Spin multiplicity: 3


[2]
The following is a quantum chemistry calculation of a molecular structure, C5H7NO, from OMol25.

The geometry in XYZ format:
```
14
Properties=species:S:1:pos:R:3
O 2.80734 0.43095 -0.79798
C 1.53438 0.17871 -0.39290
C 0.58166 1.10534 -0.32806
C -0.76973 0.73706 0.23309
C -1.43605 -0.58397 -0.27754
C -1.23512 -0.96176 1.16228
N -0.70396 0.11720 1.60559
H 3.28453 -0.40308 -0.85510
H 1.31482 -0.85263 -0.10646
H 0.81040 2.14075 -0.58644
H -1.44026 1.60370 0.23218
H -0.84136 -1.12610 -1.01913
H -2.47564 -0.52055 -0.61794
H -1.43100 -1.86562 1.74840
```

Summary:
Maximum force: 0.46 eV/Å
E: -8833.710 eV
Energy above the lowest of the compared OMol25 structures with the same formula, charge and spin: 57.5 kcal per mole
Molar mass: 97.1 g mol⁻¹